one | ORCA calculation (ωB97M-V/def2-TZVPD) on a structure of composition C5H15NO.

The geometry in XYZ format:
```
22
C5H15NO, DFT ωB97M-V/def2-TZVPD
C 0.26145 0.27057 -1.03567
C 0.53233 -0.91746 1.98318
C 0.28088 -0.65071 -2.24666
C -0.28522 -2.03733 1.33575
N 1.55547 0.63326 -0.71372
H -0.62589 -0.12101 -0.52692
H 1.60054 1.49305 -0.15073
H 2.29641 0.62219 -1.40087
H 1.57651 -1.02205 1.68729
H 0.50537 -1.11360 3.06052
H 0.19873 -1.67004 -1.87620
H 1.21890 -0.64646 -2.79939
H -0.53938 -0.46650 -2.93920
H -1.33658 -1.91318 1.59658
H 0.11121 -3.04284 1.48477
H -0.16443 -1.92290 0.25665
C -1.50228 2.48275 0.10994
O -0.33030 1.77480 -0.15591
H 0.12248 0.17344 1.65868
H -1.84468 2.21238 1.12045
H -1.28005 3.55438 0.11313
H -2.35147 2.30726 -0.56168
```

The molar mass comes out at 105.2 u. As for the spin multiplicity: 1. The gap between HOMO and LUMO is 9.21 eV. The LUMO energy is 0.83 eV. The value obtained for the highest occupied orbital energy is -8.388 eV.



two | ORCA calculation (ωB97M-V/def2-TZVPD) on a cluster of 2 separate species, C5H15NO in total.

The geometry in XYZ format:
```
22
C5H15NO, DFT ωB97M-V/def2-TZVPD
C 1.84581 -0.46955 -0.43423
C 1.23004 0.85121 -0.91728
N -0.00826 1.28011 -0.17843
C -0.15658 1.11688 1.28075
C -0.68927 -0.21983 1.92604
C -1.17924 0.81157 -0.97991
H 1.56181 -0.53734 0.60868
H 1.29042 -1.29655 -0.75837
H 2.84116 -0.57303 -0.51423
H 0.87417 0.61668 -1.91661
H 1.75148 1.85034 -0.83851
H -1.00328 1.91164 1.51904
H 0.81438 1.39293 1.75955
H -0.67349 -0.16051 2.95021
H 0.00010 -1.13435 1.70974
H -1.73808 -0.61274 1.57906
H -1.03169 0.13533 -1.91062
H -1.63117 1.63440 -1.45720
H -1.98796 0.40182 -0.33788
H -0.57956 -1.74624 -1.57857
H -1.13496 -2.79945 -0.49946
O -0.39585 -2.45333 -1.01178
```

The molar mass comes out at 105.2 u. As for the spin multiplicity: 1. The gap between HOMO and LUMO is 8.87 eV. The LUMO energy is 0.78 eV. Its SMILES is CCN(C)CC.O. The value obtained for the highest occupied orbital energy is -8.091 eV.



Energy comparison, zero being the most stable, in eV: one 1.524; two 0.000.



one | ORCA calculation (ωB97M-V/def2-TZVPD) on a structure of composition H18HeO9Xe.

The geometry in XYZ format:
```
29
H18HeO9Xe, DFT ωB97M-V/def2-TZVPD
He 0.15230 3.93973 -0.85058
Xe -0.02001 1.27833 0.11198
O 3.37120 2.56386 2.01147
H 3.37032 1.98464 1.24940
H 4.29296 2.78590 2.14306
O 3.74686 1.04531 -0.38863
H 3.36344 0.37344 0.17510
H 3.66029 0.69332 -1.27453
O 0.96462 -2.17720 -1.57841
H 1.81739 -2.59952 -1.47518
H 0.87513 -2.04464 -2.52215
O -3.18958 -1.16677 2.26288
H -2.30363 -1.49456 2.41745
H -3.07201 -0.23467 2.07959
O -2.48030 -2.05745 -1.77930
H -2.50409 -1.87790 -2.71922
H -1.57359 -1.88578 -1.52506
O -2.64583 2.31075 -2.07402
H -3.26979 2.57863 -2.74867
H -1.92692 1.90580 -2.55920
O -3.19567 1.33018 0.68034
H -2.90540 2.16659 1.04421
H -3.07252 1.42374 -0.26429
O 0.10363 -2.48315 1.14896
H 0.27364 -2.68639 0.22917
H -0.21964 -3.30403 1.52033
O 2.45831 -0.73168 1.35972
H 2.23386 -0.38841 2.22461
H 1.69501 -1.24808 1.10099
```

The molar mass comes out at 297.4 u. As for the spin multiplicity: 1. The gap between HOMO and LUMO is 10.07 eV. The LUMO energy is -0.31 eV. The value obtained for the highest occupied orbital energy is -10.387 eV.



two | ORCA calculation (ωB97M-V/def2-TZVPD) on a structure of composition H18HeO9Xe.

The geometry in XYZ format:
```
29
H18HeO9Xe, DFT ωB97M-V/def2-TZVPD
He 0.82274 -0.78874 -0.46498
Xe 0.12312 -4.06943 -0.49515
O -3.04386 -1.57039 0.10399
H -2.65940 -1.40756 -0.75736
H -3.35883 -2.47318 0.05943
O 1.63136 0.07803 -3.69244
H 1.47923 0.67047 -4.42872
H 1.05492 0.40223 -3.00046
O -1.03844 -0.59601 1.77920
H -1.71260 -1.06561 1.28807
H -0.26607 -1.15878 1.72479
O 2.15217 0.37190 2.23095
H 2.05283 0.64027 3.14438
H 2.52292 -0.50929 2.27866
O -1.13367 2.28837 -2.03161
H -1.91915 2.49178 -1.52379
H -0.40772 2.55915 -1.46957
O 0.82222 2.68427 -0.39017
H 0.53576 2.30630 0.44128
H 1.61999 2.20327 -0.61025
O 2.50737 -2.40573 1.77779
H 3.23190 -2.79475 1.28795
H 2.00062 -3.15456 2.09192
O -1.78000 -0.50381 -2.23023
H -1.56585 0.32310 -1.79826
H -2.33128 -0.25185 -2.97106
O -0.44669 2.16811 2.25856
H -0.25620 2.33132 3.18230
H -0.63738 1.23112 2.21477
```

The molar mass comes out at 297.4 u. As for the spin multiplicity: 1. The gap between HOMO and LUMO is 11.26 eV. The LUMO energy is 0.19 eV. The value obtained for the highest occupied orbital energy is -11.065 eV.



Energy comparison, zero being the most stable, in eV: one 0.813; two 0.000.



one | ORCA calculation (ωB97M-V/def2-TZVPD) on the molecule C3H6N4S.

The geometry in XYZ format:
```
14
C3H6N4S, DFT ωB97M-V/def2-TZVPD
C -0.00663 1.34772 0.14984
C 1.32073 -0.24804 0.17777
C -0.21693 -2.16828 0.00049
N 1.21251 1.09241 0.41459
N -0.77484 0.23544 -0.18372
N 0.13048 -0.79657 -0.30011
N -0.58481 2.53715 0.01689
S 2.70698 -1.08953 0.46274
H -0.69157 -2.00399 0.91960
H -0.81102 -2.77418 -0.74571
H 0.71115 -2.73081 0.07331
H -1.34571 0.44682 -1.02522
H -0.04300 3.34303 0.14929
H -1.60734 2.80883 -0.10976
```

The molar mass comes out at 130.2 u. As for the spin multiplicity: 1. The gap between HOMO and LUMO is 8.20 eV. The LUMO energy is 0.36 eV. Its SMILES is Cn1[nH]c(N)nc1=S. The value obtained for the highest occupied orbital energy is -7.837 eV.



two | ORCA calculation (ωB97M-V/def2-TZVPD) on the molecule C3H6N4S.

The geometry in XYZ format:
```
14
C3H6N4S, DFT ωB97M-V/def2-TZVPD
C 0.51906 0.03660 0.15555
C -0.43352 -1.10737 0.34554
C -1.85285 1.24912 -0.63595
H 3.52503 0.46349 1.01693
H 2.62183 1.73285 0.23192
H 0.12872 -2.07394 0.20715
H -0.81791 -1.24292 1.54880
H -1.89593 -2.01708 -0.67303
H -2.58012 1.99363 -0.85917
N 2.79344 0.67324 0.23924
N 1.70571 -0.18446 0.49607
N -1.42426 -1.05839 -0.67271
N -2.29933 0.05387 -0.69644
S 0.01014 1.48136 -0.70390
```

The molar mass comes out at 130.2 u. As for the spin multiplicity: 1. The gap between HOMO and LUMO is 9.35 eV. The LUMO energy is 0.77 eV. Its SMILES is N/N=C1/CNN=CS1. The value obtained for the highest occupied orbital energy is -8.585 eV.



three | ORCA calculation (ωB97M-V/def2-TZVPD) on the molecule C3H6N4S.

The geometry in XYZ format:
```
14
C3H6N4S, DFT ωB97M-V/def2-TZVPD
C 1.17188 0.79643 -0.84313
C 1.46834 0.01249 -2.24047
C -0.40424 0.14613 1.07063
N 1.70690 1.92922 -0.62587
N 0.59632 -0.98396 -2.18307
N -0.16118 -1.10228 -1.01924
N 0.16186 0.11543 -0.28164
S 2.61304 0.45233 -3.26274
H -0.31878 -0.83127 1.65366
H 0.03571 1.01330 1.56351
H -1.54465 0.34712 1.32325
H 1.51056 2.40610 0.15949
H 0.59714 -1.67562 -2.80001
H -1.11735 -1.04219 -1.26010
```

The molar mass comes out at 130.2 u. As for the spin multiplicity: 1. The gap between HOMO and LUMO is 8.93 eV. The LUMO energy is 0.57 eV. Its SMILES is [H]/N=c1/c(=S)[nH][nH]n1C. The value obtained for the highest occupied orbital energy is -8.356 eV.



Energy comparison, zero being the most stable, in eV: one 0.000; two 2.317; three 2.430.



one | ORCA calculation (ωB97M-V/def2-TZVPD) on the molecule C5H3N.

The geometry in XYZ format:
```
9
C5H3N, DFT ωB97M-V/def2-TZVPD
C -0.82524 0.30794 -0.59942
C -0.94476 -1.48502 -0.69417
C 0.21771 -1.64517 -0.14189
C -0.03881 0.79416 0.48400
C 1.32851 0.09219 0.18016
N 1.45143 -1.20882 0.22857
H -0.95239 0.66515 -1.59453
H 0.03624 1.95625 0.59802
H -0.27269 0.52331 1.53925
```

The molar mass comes out at 77.1 u. As for the spin multiplicity: 1. The gap between HOMO and LUMO (alpha / beta) is 7.43 / 7.87 eV. The LUMO energy (alpha / beta) is -1.42 / -1.28 eV. The value obtained for the highest occupied orbital energy (alpha / beta) is -8.848 / -9.153 eV.



two | ORCA calculation (ωB97M-V/def2-TZVPD) on a cluster of 2 separate species, C5H3N in total.

The geometry in XYZ format:
```
9
C5H3N, DFT ωB97M-V/def2-TZVPD
C -0.18452 -0.46954 -1.47201
C 0.59188 0.44626 -0.83219
C -0.44878 0.19394 0.59946
C -0.63327 -1.09244 -0.23266
C 0.71992 1.34515 0.16268
N -0.58839 1.44351 0.83283
H -1.59205 -1.45949 -0.27784
H 0.06787 -1.85129 0.10275
H 2.06732 1.44391 1.11698
```

The molar mass comes out at 77.1 u. As for the spin multiplicity: 1. The gap between HOMO and LUMO is 8.46 eV. The LUMO energy is -0.33 eV. The value obtained for the highest occupied orbital energy is -8.793 eV.



Energy comparison, zero being the most stable, in eV: one 0.000; two 1.422.



one | ORCA calculation (ωB97M-V/def2-TZVPD) on the molecule C5H3N.

The geometry in XYZ format:
```
9
C5H3N, DFT ωB97M-V/def2-TZVPD
C 0.84020 -0.90063 -0.82135
C 1.31809 -0.36868 0.28526
C -0.57254 0.54454 0.14269
C -0.62609 -0.58180 -0.84524
C 0.73280 0.67775 1.04490
N -0.15285 1.69785 0.39737
H -1.21208 -0.25558 -1.80874
H -1.11284 -1.54598 -0.51222
H 0.78531 0.73252 2.11733
```

The molar mass comes out at 77.1 u. As for the spin multiplicity: 1. The gap between HOMO and LUMO is 7.39 eV. The LUMO energy is -1.07 eV. Its SMILES is C1#C[C@H]2N=C2C1. The value obtained for the highest occupied orbital energy is -8.464 eV.



two | ORCA calculation (ωB97M-V/def2-TZVPD) on the molecule C5H3N.

The geometry in XYZ format:
```
9
C5H3N, DFT ωB97M-V/def2-TZVPD
C -0.46213 1.47029 -0.01181
C -0.33033 0.18751 -0.00740
C 0.96410 -0.51832 -0.11059
C 2.02699 -1.13269 0.03387
C -1.53319 -0.68343 -0.03036
H 0.36295 2.19428 -0.22490
H -1.52100 1.83071 0.28619
H 2.86000 -1.80791 0.08768
N -2.36737 -1.54043 -0.02269
```

The molar mass comes out at 77.1 u. As for the spin multiplicity: 1. The gap between HOMO and LUMO is 10.07 eV. The LUMO energy is -0.06 eV. Its SMILES is C#CC(=C)C#N. The value obtained for the highest occupied orbital energy is -10.124 eV.



three | ORCA calculation (ωB97M-V/def2-TZVPD) on the molecule C5H3N.

The geometry in XYZ format:
```
9
C5H3N, DFT ωB97M-V/def2-TZVPD
C 0.64230 1.11794 -0.45710
C -0.36332 1.38364 0.31984
C -0.31061 -0.73785 0.03302
C 1.09523 -0.30045 -0.42725
C -1.20471 0.32080 0.55693
N -1.42557 -0.91173 -0.51368
H 1.44056 -0.77353 -1.36374
H 1.90087 -0.32546 0.34330
H -1.77476 0.22663 1.50868
```

The molar mass comes out at 77.1 u. As for the spin multiplicity: 1. The gap between HOMO and LUMO (alpha / beta) is 7.91 / 7.91 eV. The LUMO energy (alpha / beta) is -1.07 / -1.07 eV. Its SMILES is C1#C[C@H]2N=C2C1. The value obtained for the highest occupied orbital energy (alpha / beta) is -8.982 / -8.979 eV.



four | ORCA calculation (ωB97M-V/def2-TZVPD) on the molecule C5H3N.

The geometry in XYZ format:
```
9
C5H3N, DFT ωB97M-V/def2-TZVPD
C 0.38408 0.26893 0.23010
C 1.56018 0.00651 0.05232
C 3.83235 -0.33000 -0.41924
C -1.92536 -0.41543 -0.09939
C -1.00474 0.47903 0.21274
N 2.84402 -0.05448 0.13727
H -2.90154 -0.06398 -0.08227
H -1.60111 -1.31557 -0.50908
H -1.18788 1.42499 0.47756
```

The molar mass comes out at 77.1 u. As for the spin multiplicity: 1. The gap between HOMO and LUMO is 9.55 eV. The LUMO energy is 0.12 eV. The value obtained for the highest occupied orbital energy is -9.425 eV.



Energy comparison, zero being the most stable, in eV: one 4.772; two 0.000; three 4.425; four 1.072.



one | ORCA calculation (ωB97M-V/def2-TZVPD) on a structure of composition C5H3N.

The geometry in XYZ format:
```
9
C5H3N, DFT ωB97M-V/def2-TZVPD
C 0.42125 -1.02093 0.97398
C 1.48760 -0.98643 0.29615
C -0.18593 -0.02732 -0.80538
C -0.66603 -0.11931 0.65049
C 1.27842 -0.50367 -0.93245
N -0.37180 -0.74389 -1.79657
H -1.57997 -0.65755 0.67748
H -0.75484 0.81417 1.34409
H 1.88513 -0.14243 -1.79218
```

The molar mass comes out at 77.1 u. As for the spin multiplicity: 1. The gap between HOMO and LUMO (alpha / beta) is 7.81 / 7.81 eV. The LUMO energy (alpha / beta) is -0.93 / -0.93 eV. The value obtained for the highest occupied orbital energy (alpha / beta) is -8.739 / -8.738 eV.



two | ORCA calculation (ωB97M-V/def2-TZVPD) on a structure of composition C5H3N.

The geometry in XYZ format:
```
9
C5H3N, DFT ωB97M-V/def2-TZVPD
C 1.08783 -0.02807 0.12265
C 1.46801 1.17966 0.44424
C -0.67539 -1.40694 0.05087
C -0.71505 0.91539 0.07672
C 0.70615 -1.27349 -0.26376
N -1.26609 -0.28918 0.27723
H -0.91800 1.59438 0.95149
H -0.87209 1.42228 -0.81984
H 1.18463 -2.11402 -0.83961
```

The molar mass comes out at 77.1 u. As for the spin multiplicity: 1. The gap between HOMO and LUMO (alpha / beta) is 8.09 / 6.82 eV. The LUMO energy (alpha / beta) is -1.71 / -1.84 eV. The value obtained for the highest occupied orbital energy (alpha / beta) is -9.792 / -8.652 eV.



Energy comparison, zero being the most stable, in eV: one 0.000; two 0.395.